Record 1
A single C4H4N2O molecule, computed with the ωB97M-V functional and the def2-TZVPD basis.

Values from the calculation:
E_HOMO (spin up / spin down)   -8.109 / -8.336 eV
Frontier orbital gap (spin up / spin down)   7.6 / 8.0 eV
Maximum force   1.2 eV Å⁻¹
ΔE to the lowest compared entry with this formula, charge and spin   113.5 kcal/mol

The geometry in ORCA input format:
```
! wB97M-V def2-TZVPD RIJCOSX def2/J DEFGRID3
* xyz 0 1
N -2.456 1.157 -0.048
C -1.297 1.165 -0.164
C 0.111 1.061 -0.380
O 0.866 0.558 0.627
C 0.597 -0.731 1.065
C 0.480 -1.628 -0.190
N 0.188 -1.131 -1.243
H 0.606 1.896 -0.867
H -0.001 -0.516 -2.012
H 1.403 -1.044 1.725
H -0.378 -0.824 1.559
*
```

---

Record 2
2 unconnected molecules or ions with the total composition C4H4N2O, computed with the ωB97M-V functional and the def2-TZVPD basis.

Values from the calculation:
E_HOMO   -9.973 eV
Frontier orbital gap   10.4 eV
Maximum force   4.3 eV Å⁻¹
ΔE to the lowest compared entry with this formula, charge and spin   68.3 kcal/mol

The geometry in ORCA input format:
```
! wB97M-V def2-TZVPD RIJCOSX def2/J DEFGRID3
* xyz 0 1
C -0.545 2.980 -1.501
C 1.577 2.226 -0.912
C 0.518 -0.731 0.214
C -0.451 0.148 0.092
N -1.466 3.513 -1.871
N 0.428 2.141 -1.184
O 2.683 2.159 -0.553
H 1.064 -1.367 -0.376
H 0.993 -0.884 1.262
H -1.311 0.239 -0.582
H -0.698 0.837 0.861
*
```

---

Record 3
A single C4H4N2O2 molecule, computed with the ωB97M-V functional and the def2-TZVPD basis.

Values from the calculation:
E_HOMO   -8.810 eV
Frontier orbital gap   9.0 eV
Maximum force   5.7 eV Å⁻¹
ΔE to the lowest compared entry with this formula, charge and spin   112.0 kcal/mol

The geometry in ORCA input format:
```
! wB97M-V def2-TZVPD RIJCOSX def2/J DEFGRID3
* xyz 0 1
C -0.248 -0.446 1.087
C 0.991 -0.166 -0.808
C -0.227 0.159 -0.329
C -1.097 1.055 -1.044
H -1.622 0.116 2.119
H 2.547 -0.792 -0.013
H 1.105 0.063 -1.845
H -2.022 1.422 -0.417
N -0.876 -0.555 2.151
N 1.618 -0.927 0.110
O 0.807 -1.197 1.168
O -0.976 1.267 -2.180
*
```

---

Record 4
A molecular structure, C4H4N2O2, computed with the ωB97M-V functional and the def2-TZVPD basis.

Values from the calculation:
E_HOMO   -9.839 eV
Frontier orbital gap   9.6 eV
Maximum force   5.4 eV Å⁻¹
ΔE to the lowest compared entry with this formula, charge and spin   56.9 kcal/mol

The geometry in ORCA input format:
```
! wB97M-V def2-TZVPD RIJCOSX def2/J DEFGRID3
* xyz 0 1
C -0.202 -0.723 0.111
C 0.322 1.099 -0.078
C 2.000 -0.456 0.093
C -1.660 -0.976 -0.012
N 0.942 -1.269 0.278
N -0.372 2.112 -0.052
O 3.097 -0.843 -0.018
O 1.636 0.918 0.053
H -1.879 -1.945 0.283
H -1.948 -0.684 -1.094
H -2.052 -0.253 0.634
H 0.116 3.021 -0.198
*
```

---

Record 5
2 unconnected molecules or ions with the total composition C4H4N2O2, computed with the ωB97M-V functional and the def2-TZVPD basis.

Values from the calculation:
E_HOMO   -9.538 eV
Frontier orbital gap   8.8 eV
Maximum force   5.4 eV Å⁻¹
ΔE to the lowest compared entry with this formula, charge and spin   111.9 kcal/mol

The geometry in ORCA input format:
```
! wB97M-V def2-TZVPD RIJCOSX def2/J DEFGRID3
* xyz 0 1
N 0.366 1.744 1.768
C -0.314 1.197 0.959
C -0.637 0.777 -0.380
C 0.021 0.928 -1.570
N 0.050 -0.299 -2.199
C -0.528 -1.113 -1.363
O -1.282 -0.426 -0.488
H 0.404 1.839 -2.020
H -0.048 -1.994 -0.926
O 0.827 -1.073 1.840
H 0.002 -1.501 2.090
H 1.139 -0.078 2.289
*
```

---

Record 6
A single C4H4N2O2 molecule, computed with the ωB97M-V functional and the def2-TZVPD basis.

Values from the calculation:
E_HOMO   -8.232 eV
Frontier orbital gap   8.6 eV
Maximum force   6.1 eV Å⁻¹
ΔE to the lowest compared entry with this formula, charge and spin   107.9 kcal/mol

The geometry in ORCA input format:
```
! wB97M-V def2-TZVPD RIJCOSX def2/J DEFGRID3
* xyz 0 1
C -0.723 2.049 -0.170
C -0.136 0.652 -0.273
C -0.869 -0.353 0.392
C 1.486 -0.907 -0.544
H -1.653 2.194 0.250
H -1.894 -0.048 0.590
H -0.568 -2.361 1.308
H 2.621 -1.158 -0.846
N -0.449 -1.625 0.461
N 0.823 -1.918 -0.176
O 0.101 2.914 -0.372
O 1.262 0.560 -0.621
*
```